CH2Cl2 as an isolated structure, computed with ωB97M-V with the def2-TZVPD basis set.

- Energy above the lowest of the compared OMol25 structures with the same formula, charge and spin: 48.1 kJ/mol
- Largest force on an atom: 0.0439 hartree/bohr
- HOMO-LUMO gap: 11.50 eV

Element x y z (Å)
C 0.038 -0.035 0.231
Cl -0.088 -0.837 -1.295
Cl -0.053 1.709 -0.322
H -0.858 -0.419 0.719
H 0.960 -0.418 0.667